DFT (ωB97M-V/def2-TZVPD) results for C24H58N3O12P4STl as an isolated structure.

```
103
Properties=species:S:1:pos:R:3:mulliken_charge:R:1
Tl -0.0556 0.1409 0.1893 1.794
C -0.9782 -0.5316 5.4793 -1.147
C 0.4876 -0.8672 5.6040 0.399
C 0.8546 -2.2667 5.1689 -1.072
O 1.2879 0.1213 4.8382 -0.458
P 1.3437 0.3458 3.3068 -0.192
O 0.3100 -0.3662 2.4853 -0.887
C 2.9703 -0.2173 2.7555 -0.075
P 2.9303 -0.5048 0.9796 -0.381
O 2.1338 0.5925 0.2908 -0.923
O 4.3875 -0.6418 0.4669 0.026
C 5.3062 0.5261 0.3719 1.164
C 5.4412 0.8796 -1.0878 -1.375
C 6.5922 0.1140 1.0411 -1.385
O 2.2012 -1.8436 0.7084 0.297
C 2.6295 -3.2711 0.7290 0.673
C 3.4139 -3.5790 1.9812 -1.272
C 3.3593 -3.5680 -0.5558 -1.179
O 1.2925 1.8795 3.0643 0.637
C 2.1189 2.8693 3.7767 0.574
C 2.7034 3.7772 2.7224 -1.093
C 1.2376 3.5717 4.7811 -1.385
H -1.5430 -1.1646 6.1641 0.487
H -1.3384 -0.7099 4.4649 0.143
H -1.1615 0.5080 5.7498 0.330
H 0.8311 -0.6884 6.6199 0.329
H 0.5825 -2.4374 4.1243 0.093
H 0.3056 -2.9830 5.7800 0.536
H 1.9197 -2.4557 5.3095 0.330
H 3.2080 -1.1661 3.2392 0.513
H 3.7450 0.5076 3.0170 0.488
H 4.8404 1.3561 0.9123 -0.157
H 5.8697 0.0423 -1.6399 0.301
H 6.1036 1.7385 -1.1952 0.455
H 4.4743 1.1386 -1.5193 0.277
H 7.0140 -0.7589 0.5414 0.285
H 6.4407 -0.1248 2.0941 0.345
H 7.3131 0.9293 0.9751 0.464
H 1.6714 -3.7830 0.7315 0.344
H 4.3607 -3.0334 2.0103 0.241
H 3.6501 -4.6430 1.9874 0.518
H 2.8343 -3.3673 2.8811 0.159
H 4.3122 -3.0391 -0.6063 0.240
H 2.7387 -3.2929 -1.4077 0.066
H 3.5541 -4.6395 -0.6088 0.498
H 2.9161 2.3319 4.2994 0.334
H 1.9129 4.3604 2.2478 0.258
H 3.2159 3.2032 1.9484 0.108
H 3.4144 4.4651 3.1800 0.439
H 0.3913 4.0336 4.2704 0.212
H 1.8071 4.3535 5.2850 0.461
H 0.8651 2.8780 5.5335 0.283
N -0.5641 -3.0523 -3.6365 -0.172
C -1.2324 -2.0222 -2.7333 0.649
C -2.6268 -1.6865 -3.2544 -1.782
P -0.1356 -0.5489 -2.8812 0.480
O 1.1433 -1.0882 -2.0199 -0.401
O 0.2192 -0.3742 -4.2983 -0.838
O -0.7095 0.5537 -2.0051 -1.279
P -1.1656 -2.7919 -1.0406 0.923
O -2.6070 -3.4624 -0.9909 -0.517
O -0.0387 -3.7550 -1.0902 -0.900
O -1.1687 -1.6839 0.0164 -0.342
H -0.0252 -2.5700 -4.3685 0.361
H -1.2585 -3.6542 -4.0822 0.385
H 0.0366 -3.6277 -3.0286 0.279
H -2.5745 -1.2824 -4.2669 0.477
H -3.0840 -0.9359 -2.6116 0.346
H -3.2693 -2.5660 -3.2408 0.487
H 1.9769 -0.8037 -2.4166 0.263
H -2.8057 -3.9528 -0.1856 0.397
C -2.1299 7.6672 -2.6954 -1.327
C -2.8139 6.3064 -2.7207 -0.306
C -1.9537 5.2141 -2.0963 -0.308
C -2.6417 3.8499 -2.1472 -1.312
N -2.0919 2.8740 -1.2020 0.488
C -2.2883 2.9181 0.1041 0.259
S -1.5814 1.7890 1.2366 -0.196
N -3.0602 3.8596 0.6165 0.216
C -3.4037 4.0870 2.0284 -0.581
C -4.7853 4.7125 2.1440 -0.926
C -5.9591 3.7797 1.8464 -0.364
C -6.1339 3.3924 0.3790 -0.966
H -2.7623 8.4346 -3.1395 0.380
H -1.1928 7.6452 -3.2546 0.328
H -1.9016 7.9741 -1.6725 0.337
H -3.0539 6.0326 -3.7522 0.316
H -3.7712 6.3617 -2.1895 0.272
H -1.7082 5.4850 -1.0640 0.267
H -1.0000 5.1468 -2.6252 0.506
H -2.5153 3.4101 -3.1347 0.592
H -3.7222 3.9417 -1.9884 0.337
H -1.6046 2.0701 -1.5833 0.140
H -3.4743 4.5084 -0.0370 0.025
H -2.6509 4.7409 2.4707 0.210
H -3.3766 3.1329 2.5562 0.504
H -4.8362 5.5977 1.4976 0.394
H -4.8736 5.0844 3.1663 0.385
H -6.8688 4.2758 2.1879 0.338
H -5.8584 2.8766 2.4562 0.263
H -6.1500 4.2797 -0.2615 0.241
H -7.0791 2.8715 0.2299 0.427
H -5.3420 2.7272 0.0260 0.121
```

Results
ΔE to the lowest compared entry with this formula, charge and spin in kcal/mol: 4.2
Orbital gap in eV: 8.596
Molecular weight in g/mol: 941.083
Total charge: +2